C4H9NO4P | ωB97M-V/def2-TZVPD

Geometry as XYZ:
```
19
Properties=species:S:1:pos:R:3:forces:R:3:nbo_charge:R:1
C -1.953 -0.062 0.740 1.91 -0.57 -0.94 -0.26
O -1.876 -1.326 0.038 0.86 -0.38 0.12 -0.82
P -0.549 -2.335 0.103 -1.38 0.29 -1.26 2.14
O -0.875 -3.546 -0.654 -0.33 -0.73 0.25 -1.12
N 0.658 -1.523 -0.596 1.28 0.93 1.41 -1.05
C 1.190 -0.251 0.022 3.11 -1.99 1.09 -0.20
C 1.252 0.740 -1.051 1.57 1.56 -0.44 -0.62
C 2.856 -0.586 0.361 -1.50 -1.29 -0.62 0.78
O 3.237 -1.711 -0.049 -0.71 0.03 -0.09 -0.79
O 3.511 0.276 0.912 0.05 1.35 0.59 -0.74
H -1.731 -0.434 1.751 -0.05 1.60 0.21 0.18
H -2.933 0.365 0.612 -0.56 -0.28 0.18 0.18
H -1.232 0.706 0.253 -0.91 -1.33 1.30 0.19
H -0.168 -2.672 1.434 -0.64 0.63 0.04 -0.15
H 1.520 -2.142 -0.576 -0.33 0.54 -0.29 0.46
H 0.764 0.120 0.994 0.07 -0.59 -1.02 0.19
H 0.285 0.970 -1.308 -2.64 1.00 -0.84 0.18
H 1.756 1.689 -0.733 -0.15 -0.90 -0.36 0.21
H 1.658 0.320 -1.990 0.35 0.16 0.67 0.22
```
Forces are in eV/Å.

Output
highest occupied orbital energy = -4.6 eV
energy relative to the best compared isomer or geometry (same formula, charge and spin) = 28.41 kcal per mole
LUMO = 3.3 eV
SMILES = CO[P@@H](=O)N[C@H](C)C(=O)[O-]
largest force on an atom = 3.85 eV/A
DFT total energy = -854.9875 Ha
net charge = -1